1.
The following is a quantum chemistry calculation of a molecular structure, C25H18F5N5O2V, from the OMol25 dataset.

Last column: Mulliken spin population.
Cartesian coordinates (Å):
1 H 5.46 0.58 0.46  0.00
2 N 0.19 -0.13 2.51  0.01
3 H 1.05 -0.65 -2.56  0.00
4 H -1.10 -1.47 5.30  0.00
5 C 0.73 4.27 -2.19  0.01
6 H -2.06 0.67 -4.42  0.00
7 C 3.73 -0.09 1.53  -0.04
8 H -1.31 4.93 -1.89  0.00
9 H 1.26 -2.28 5.53  0.00
10 C 4.38 0.62 0.54  0.06
11 N -0.56 0.08 -2.01  -0.02
12 H -1.71 -0.14 3.30  0.00
13 C -1.42 -3.90 0.66  0.00
14 C 1.89 -1.32 3.73  0.01
15 C -2.70 0.64 -1.27  0.01
16 N -2.07 0.64 -0.16  -0.01
17 H 0.97 5.01 -2.94  0.00
18 V -0.31 0.44 0.61  0.84
19 C 1.35 2.43 -0.80  0.01
20 H 2.68 3.38 -2.19  0.00
21 C -0.54 4.23 -1.61  0.01
22 C -0.35 -1.22 4.56  0.02
23 F 1.65 -1.73 -0.95  0.00
24 C 0.97 -1.67 4.69  -0.01
25 C 0.63 -3.78 -0.56  0.00
26 H 2.92 -1.66 3.80  0.00
27 O 0.26 -0.37 -3.03  0.00
28 F -2.41 -1.97 1.48  0.00
29 C -1.79 0.18 -2.35  -0.01
30 H -1.81 -1.04 -4.09  0.00
31 C -1.38 -2.53 0.80  -0.06
32 C -4.12 1.06 -1.45  0.00
33 F -0.42 -5.87 -0.19  0.00
34 C 1.49 -0.53 2.66  0.03
35 C 2.28 1.49 -0.19  0.05
36 C -0.70 -0.47 3.47  -0.01
37 N 1.64 0.65 0.68  0.04
38 C -2.30 -0.14 -3.72  0.00
39 C -0.40 -4.54 -0.03  0.00
40 C -0.81 3.25 -0.68  0.01
41 C 3.65 1.46 -0.30  -0.03
42 C 0.61 -2.41 -0.38  0.00
43 C -0.38 -1.72 0.30  0.03
44 H -4.44 1.62 -0.57  0.00
45 H -4.78 0.20 -1.56  0.00
46 H 4.16 2.11 -1.00  0.00
47 H -4.23 1.69 -2.34  0.00
48 N 0.10 2.35 -0.28  0.00
49 C 2.35 -0.03 1.61  0.03
50 C 1.69 3.37 -1.77  0.00
51 H -3.37 -0.28 -3.71  0.00
52 H 4.29 -0.66 2.26  0.00
53 F 1.61 -4.38 -1.24  0.00
54 F -2.42 -4.63 1.17  0.00
55 H -1.79 3.16 -0.22  0.00
56 O -2.32 1.07 1.04  0.02

The calculation puts the lowest unoccupied orbital energy (alpha / beta) at -0.43 / -0.35 eV. Its charge is 0. As for the multiplicity: 2. The calculation puts the HOMO energy (alpha / beta) at -5.88 / -6.16 eV. The value obtained for the orbital gap (alpha / beta) is 5.4 / 5.8 eV.


2.
The following is a quantum chemistry calculation of a molecular structure, C25H19AsO10PS3Zr at a distorted geometry, from the OMol25 dataset.

Last column: natural (NBO) charge in e.
Cartesian coordinates (Å):
1 O 1.90 -3.66 -1.52  -1.11
2 C 2.39 2.48 1.22  -0.20
3 O -1.87 -2.31 2.09  -0.99
4 C -0.58 -3.93 -3.41  -0.10
5 O 0.00 -1.04 2.63  -1.00
6 O -0.30 -2.05 -1.44  -1.01
7 H 4.55 -0.53 2.27  0.23
8 O 0.27 -3.79 0.93  -1.01
9 C -0.07 2.10 -0.61  -0.33
10 H -2.60 0.72 1.46  0.22
11 C 2.67 0.12 1.53  -0.03
12 H 0.24 -3.91 -6.59  0.21
13 H 0.67 2.22 -3.91  0.21
14 O 1.46 -1.33 0.19  -0.79
15 H 1.35 -4.31 -4.35  0.24
16 H -1.12 5.21 -1.43  0.21
17 H -0.99 3.68 0.50  0.21
18 P 0.09 0.85 0.73  0.95
19 C -2.94 1.96 3.18  -0.22
20 C -1.69 -3.49 -5.77  -0.22
21 Zr -0.34 -1.91 0.82  1.98
22 H 0.83 2.75 3.02  0.22
23 As 0.35 -3.83 -1.16  1.76
24 O 2.33 -2.21 2.03  -0.56
25 H -3.99 1.71 3.24  0.21
26 C 2.14 -1.27 1.29  0.73
27 H -0.43 -4.38 1.27  0.53
28 C 4.48 1.61 2.04  -0.21
29 C 3.96 0.32 1.98  -0.19
30 C 0.30 2.54 -2.95  -0.20
31 C -2.50 -3.34 -4.64  -0.26
32 C -0.24 3.81 -2.79  -0.22
33 H -2.13 -3.32 -6.75  0.21
34 C -0.70 4.22 -1.55  -0.24
35 C 0.30 -4.06 -4.46  -0.23
36 O -2.06 -3.25 -0.33  -0.95
37 S -1.93 -2.05 -1.20  1.80
38 H 1.79 3.32 0.91  0.22
39 H -3.54 -3.06 -4.71  0.21
40 C -0.34 -3.82 -5.68  -0.23
41 H -0.55 3.74 4.77  0.20
42 O -1.88 -1.08 4.22  -0.94
43 H 0.78 0.69 -1.97  0.23
44 C 3.69 2.68 1.64  -0.22
45 H 4.10 3.68 1.65  0.21
46 H -2.97 3.26 4.89  0.20
47 C -1.82 -3.58 -3.48  -0.02
48 C -0.23 2.52 3.05  -0.25
49 S -1.09 -1.87 3.31  2.13
50 C -2.16 1.40 2.18  -0.15
51 H -0.29 4.49 -3.64  0.20
52 O -1.94 -0.86 -0.26  -0.98
53 C -1.01 3.08 4.05  -0.20
54 C 0.38 1.69 -1.86  -0.20
55 S -0.33 -3.47 4.08  -0.55
56 C 1.85 1.20 1.18  -0.33
57 C -0.80 1.69 2.09  -0.26
58 C -2.36 2.81 4.11  -0.21
59 C -0.62 3.37 -0.46  -0.15
60 H 5.49 1.77 2.38  0.21

The calculation puts the lowest unoccupied orbital energy (alpha / beta) at 1.32 / 1.33 eV. Its charge is -1. As for the multiplicity: 1. The calculation puts the HOMO energy (alpha / beta) at -5.31 / -5.31 eV. The value obtained for the orbital gap (alpha / beta) is 6.6 / 6.6 eV.


Record-wise E_tot values, in eV: -77035.089; -150623.999